193
Properties=species:S:1:pos:R:3:forces:R:3 method="wB97M-V/def2-TZVPD" total_energy_ha=-3410.0688 homo_lumo_gap_ev=8.89 de_lowest_ev=9.620 e_homo_ev=-8.61
O 0.51524 -0.27229 -5.10857 0.7075 -0.0253 0.0910
H 5.25353 -7.98624 -0.41821 0.3980 0.4098 -0.0601
H -0.94927 6.09577 2.82111 -0.8421 0.3172 0.1292
N 13.22957 6.57365 1.74554 -0.4557 -1.1660 0.4462
O -12.52195 1.60758 -5.33217 -2.2873 -0.5008 -1.4215
H -9.98305 -0.22565 -1.32610 0.7260 0.3369 0.5059
H 12.81463 6.19883 3.81238 0.5294 -0.7938 0.1562
C -2.06999 -8.18586 7.24829 -0.0713 -0.0826 -1.8258
H 1.22951 -1.93338 -6.18497 -0.0233 0.2649 -0.4094
H -3.83486 -4.03077 -4.37603 0.0587 0.3932 0.0297
H -10.14650 2.26482 -4.10397 0.2336 0.2553 0.4159
H -2.95798 3.66219 10.72276 0.3585 0.2935 0.1240
H 3.94157 -6.79121 -0.27312 -0.3783 -0.3916 0.0493
O 6.59381 3.29483 -5.85333 -1.1691 0.4717 1.1169
C -1.51027 8.00908 1.71961 0.5117 -1.8558 -0.0928
H 11.30272 4.75167 1.51044 0.0970 0.1711 -0.1200
H 0.34641 2.23951 -4.76204 0.1094 0.0100 0.4655
H 3.61313 -9.93076 0.10621 0.9912 -0.3721 0.3743
H 5.83728 -9.62250 1.66603 -0.3659 0.0954 -0.5427
C 3.09003 -9.36059 0.87392 1.9657 0.5822 -1.0564
H -6.64649 -0.33060 0.44815 0.0033 -0.0191 -0.4523
H -4.69981 4.29235 7.88317 -0.0647 -0.1243 -0.0483
H -1.54487 -8.55982 6.36937 0.7541 -0.9322 0.2921
H 11.62329 7.06779 3.14900 -0.2293 0.3885 -1.0333
H 0.27590 6.79915 1.95010 0.8208 0.7383 0.4563
O -0.25164 7.76815 3.95107 -0.0716 -1.6289 -2.8273
H -4.96950 -5.29242 -4.03974 -0.5138 0.0140 0.0556
N -0.37140 2.95313 10.52006 -0.4038 -0.0847 0.9089
O 10.16243 5.38234 3.16352 -0.6154 0.6295 0.7278
H -1.73072 0.95361 8.17012 -0.3371 0.0155 0.1263
H 1.73018 -1.84766 -4.54269 -0.1403 0.2982 0.2688
C -0.06163 0.26397 -6.26564 -3.4365 0.1952 0.0353
C 17.32631 7.04259 0.64699 1.3444 0.4863 0.0759
H 1.76649 -3.05232 2.03670 0.0608 0.0721 0.4041
H 17.54847 6.57452 -0.31200 -0.6926 0.0404 -0.3296
C -2.64765 7.45376 -0.41452 0.2837 -0.0821 0.0206
H -13.41225 -0.17958 -6.23645 0.6574 -0.3874 1.1071
N 5.27509 -8.94989 2.16765 -1.4605 0.3496 0.0405
C -9.71128 0.47410 -2.11641 -0.4520 0.2716 -1.2362
H -11.61012 2.92437 -3.39935 -0.5015 -0.2754 -0.5850
H 3.69737 -0.41722 0.99647 0.4374 -0.1054 0.0521
C -2.86604 -6.32495 -4.82330 -0.6441 -0.8487 -2.0217
N -0.38325 2.56436 -5.38023 -0.1222 -0.2221 0.2761
H -1.29883 -5.67254 6.15637 0.0565 -0.1427 0.2299
H 2.44242 -0.67635 -5.64744 0.1807 -0.2464 -0.4191
N 5.00614 1.98484 -3.39153 1.3573 -1.1894 -0.7150
C -2.82243 2.80840 10.05885 -0.8779 -0.9202 0.8790
H -3.24431 1.95494 10.58962 0.6328 -0.2773 0.3724
C -2.95029 -7.13876 6.51331 1.2772 -0.6278 -1.2017
H 0.58986 0.66659 -7.04125 0.4836 0.0295 0.2196
H -1.60310 -6.74331 4.77538 0.2789 -0.5474 0.3584
H 2.25817 0.77381 3.12471 -0.0681 -0.0183 0.0532
H -3.51104 -6.83796 -4.10993 0.3689 0.4500 0.9155
H -7.78861 -10.51234 -7.25796 0.1482 0.5892 0.8637
H -3.36497 7.16825 1.39064 -0.0744 -0.3045 0.3603
H 8.31521 4.70596 3.79620 0.1563 -0.0560 -0.2084
H -4.02844 5.03716 9.27964 -0.0552 -0.4587 0.8402
H -2.17787 -5.55638 -4.47144 0.2933 -0.5177 0.7113
H 4.13421 3.17237 -4.95713 -0.3975 0.0702 0.0576
H -3.05258 4.74922 7.93074 0.8360 -0.8502 -0.0692
C 1.26983 -2.21175 1.55207 0.4575 -0.5085 0.0749
H -3.06075 6.59795 -0.94842 -0.6673 0.0405 0.1801
H -10.86710 0.48734 -4.98997 -0.1745 -0.7721 -0.2528
H 5.90551 4.98847 -4.87187 -0.2693 0.1327 0.0529
H -4.92409 -8.19917 -5.29128 -0.2713 0.4243 -0.1212
C -1.42132 2.63012 9.54767 1.0843 -0.2748 0.3907
H -3.82242 -9.28873 -4.59189 0.0910 -0.5803 -0.0113
H 4.68699 4.13062 -2.03753 0.1526 -0.3087 -0.2012
H 6.57723 3.40686 -7.81751 -0.3039 -0.4522 -0.3169
H -8.30892 0.32127 0.36882 -0.1998 -0.3546 0.1103
H -5.26410 -4.16270 -5.42450 0.0946 -0.3087 -0.1206
H 2.84814 -10.10553 1.63198 -0.7393 0.4556 0.2985
C 1.04024 7.38000 4.35266 0.5677 1.0785 0.7744
H 18.17972 6.73856 1.25309 -0.4595 -0.7278 0.7231
C -3.55773 8.64856 -0.56131 -1.4957 0.0193 -0.9575
H 17.55579 8.10732 0.60471 -0.4232 0.3342 -0.4940
C -5.91950 9.09747 -0.72041 0.4199 -0.8080 0.1088
O -4.89583 8.12225 -0.61799 0.1700 -0.4230 -0.4247
H 3.12268 3.61344 -2.71229 0.0737 0.0034 0.0322
H 15.63851 8.79934 1.20322 0.0472 0.2365 -0.3754
H -1.18985 0.37254 9.75217 -0.4834 0.5040 0.5077
H 4.35752 1.22712 -3.55044 -1.2999 0.5888 0.0122
C -0.56491 7.08712 2.58114 -0.7263 1.2346 1.7408
H -2.64954 -10.95732 9.00906 -0.2510 0.6724 0.4979
H -12.24709 0.72911 -7.18149 0.1920 -0.0989 -0.0352
C 4.09207 4.05282 -2.94753 -0.1231 1.3352 -1.1670
C 4.68893 -7.36390 0.27606 -0.1693 -0.5330 0.5003
N -3.08833 -8.46448 -6.32318 1.2636 0.8403 0.1877
C -1.12392 1.35315 -5.82560 0.8856 1.9464 -1.3554
H -11.63846 0.98478 -2.00995 -0.1584 0.0259 0.6910
H -6.99915 1.40044 0.07595 0.3961 0.1056 0.5583
C -1.13582 1.20335 9.04866 0.2794 0.2918 -1.2681
H -7.94163 1.07419 -3.22194 0.2275 -0.4701 0.0517
N -2.44520 7.09885 0.97917 0.6181 0.5743 0.3836
C -7.31003 0.36529 -0.06523 -0.6321 1.2544 -0.3561
H -1.71606 7.54020 -0.97379 0.3937 0.5854 0.4785
C -2.17672 -7.52858 -5.55723 -0.8254 -0.7840 -0.0260
H -2.06316 2.92203 -7.29754 0.4562 0.0913 0.5556
H 5.24128 -6.60673 0.83258 0.7649 -0.0494 -0.5552
C 9.03908 4.53946 2.99846 1.0370 0.1103 -1.6139
H 9.32415 3.49798 2.84960 0.0817 -0.3676 0.7943
H -8.15073 2.05299 -1.84412 -0.3657 0.1697 0.5012
H 0.62225 0.05303 3.00153 -0.0035 0.2748 0.0332
H 8.69009 4.78716 1.99599 -1.0349 0.1313 0.0394
C -2.06303 -6.24115 5.62648 -0.4492 0.2481 -0.3812
C 0.75604 -9.44756 0.24208 0.8399 1.0169 -0.2961
H -0.11412 1.12614 8.67684 0.2453 0.3102 -0.0213
O -3.78469 -5.61545 -5.67235 0.1331 -0.1958 -0.2474
H 1.32304 -2.48344 0.49781 -0.3115 0.1720 -0.0948
C -5.05884 -10.08272 -6.21742 -0.7048 0.4839 0.0785
H -3.38885 -8.04653 -7.19215 -0.1263 0.1480 0.0547
H 3.94345 5.06305 -3.32890 -0.4134 0.3405 0.2736
H 1.19409 6.37441 4.74410 -0.3702 -0.6872 -0.9335
H -7.30013 -9.60917 -8.68315 0.2540 -0.5725 -0.2828
H -2.67550 -5.51379 5.09362 -0.3327 0.2099 0.4079
H -1.36063 3.42907 8.80868 0.0230 -0.5849 -1.0503
O -2.81290 -9.18540 7.90723 -1.1004 0.6625 0.4262
H -1.26295 -7.32876 -6.11689 -0.4869 0.5545 -0.6033
O 2.04793 -8.85750 0.01701 -0.4744 0.1290 1.3958
H -1.96652 8.80817 2.30391 -0.1657 -0.2242 0.1878
H 13.93627 5.86531 1.88307 -0.1861 -1.1283 -0.8207
C 4.76535 3.27665 -4.07459 0.8743 -0.5199 0.7932
H 0.47447 -9.27958 1.28159 -0.2647 -0.2636 0.0292
H 13.54845 8.60195 2.11602 -0.2693 0.1279 -0.0301
C 6.09191 3.94364 -4.62349 -1.1303 -1.0310 -0.7770
H 5.92003 -8.32217 2.62602 -0.2629 0.2837 -0.0833
H -3.36492 9.20040 -1.48131 0.0780 0.1060 -0.2888
H -1.35735 -7.69329 7.90983 0.0733 0.1488 0.2315
C -2.05646 -10.10801 8.66989 1.1878 0.0646 -2.0671
C -11.72434 0.90392 -4.46110 1.7114 1.6343 0.9131
C -4.20224 -8.96956 -5.56244 -0.7814 0.0382 -0.1013
H 1.70927 -0.21282 1.02193 -0.1404 -0.0281 -0.4360
H 0.13122 2.97367 -6.14696 -0.1360 0.0856 -0.4154
N -3.72131 -6.41828 7.46053 -0.2164 0.3710 0.2901
H 1.74470 7.71287 3.59039 0.3574 -0.6304 -0.0904
H 0.53369 2.99394 10.07369 0.0109 -0.1023 -0.1338
O -3.72072 2.91554 8.98729 0.0958 1.9731 -0.8355
N -10.78311 1.49461 -2.17891 0.4752 0.2025 -0.8471
C -2.27561 1.94723 -6.85854 1.1005 -1.2723 1.2543
H -2.96808 -6.04008 8.01705 -0.3313 0.6433 0.9102
H 0.72362 -10.49866 -0.04474 0.1000 -0.1592 0.1833
H 1.82496 -0.73440 3.98144 0.2676 -0.0541 0.0193
C 2.04385 -0.92709 1.77424 -0.9962 0.8062 -0.0407
H 14.54672 7.93962 0.05169 0.8499 -0.5377 -0.7928
C 5.79977 3.48019 -7.05706 1.6038 0.4157 0.4517
H -6.82753 8.60247 -1.06474 0.0390 -0.1603 0.1651
H 5.77985 1.48209 -3.80227 0.9918 0.4614 -0.1567
C 1.69017 -0.15478 3.06822 0.2324 -0.9340 -0.2248
C 1.52937 -1.22390 -5.41372 -0.0505 0.1771 0.5840
C -3.82470 4.26998 8.53262 -1.3829 0.1300 -0.8672
C 12.29945 6.26533 2.85412 -0.4077 -0.0688 -0.3307
H -13.91121 1.16394 -6.94941 0.1361 1.4019 0.4415
H -0.69210 -0.52000 -6.68515 0.2141 -0.4084 -0.6499
H -3.10159 2.02228 -6.15127 -0.3159 0.3082 -0.5489
H -4.04656 -7.23174 7.96310 -0.8313 0.3652 1.0662
H 6.85707 3.93656 -3.84724 0.2667 -0.3825 -0.2947
O 3.41869 -1.17172 1.52057 0.0492 0.1650 0.3007
H -1.36427 -9.61350 9.35139 -0.5255 -0.0371 0.7316
H -12.19366 0.15274 -3.82586 -0.5171 -0.1948 -0.2173
H -6.52069 -11.24932 -8.13722 -0.4590 -0.0972 -1.0774
H -1.64451 1.04732 -4.91810 0.0059 -0.5992 -0.2841
C 4.15889 -8.26136 1.42380 -0.3629 -0.5833 -1.4285
H -9.81902 -0.13148 -3.01628 0.2239 -0.4850 -0.1726
H 5.43542 4.49807 -7.19588 -0.3132 0.1669 0.5316
O 16.06903 6.80455 1.22110 0.0734 0.1051 -1.2099
C 11.39056 5.01895 2.56351 0.2075 0.8460 1.7130
H -5.67156 9.82864 -1.48984 0.0710 0.4744 0.2933
H 11.71347 4.18711 3.18948 0.5849 -0.5187 -0.5668
C -4.52320 -4.72577 -4.85694 0.5231 -0.1664 0.1582
C -13.02189 0.82136 -6.42041 0.1207 -0.3349 -0.8085
C -6.93879 -10.27184 -7.89676 1.9806 -0.0981 0.8368
H -3.57507 9.38382 0.24317 0.7226 -0.0466 0.3863
H -6.07677 9.47026 0.29171 -0.2307 0.7646 -0.1906
H -3.64204 -7.62671 5.82665 0.0394 -0.4716 0.0245
C -11.05768 1.99992 -3.56761 0.5126 -0.7487 1.0236
H -1.75297 -8.15936 -4.77579 -0.1733 -0.0033 0.4785
C 15.12860 7.86452 0.97031 0.4359 -0.1271 1.2371
H -5.81860 -10.34816 -5.48229 0.0075 -0.1692 0.3502
H 4.99893 2.76110 -7.22930 0.0699 -0.1193 0.3134
C -8.25170 1.02043 -2.17835 -0.3041 -0.4115 0.9860
C 14.10446 7.67048 2.00959 -1.0351 1.5333 1.6527
H 1.34357 7.91635 5.25178 -0.4205 0.7071 0.0635
H -0.54180 3.86858 10.91123 0.0413 0.1613 0.1385
H -2.56975 1.35800 -7.72710 0.1028 -0.6265 0.3422
O -7.33866 0.17802 -1.46293 -0.0197 -0.6059 -0.9233
H 3.70493 -7.46469 2.01316 -0.3876 -0.8429 0.9880
H -4.48600 -10.98555 -6.42917 0.1883 -0.0180 -0.4115
H 0.23953 -2.18167 1.90659 0.0181 0.1603 -0.1510
H -0.88062 8.47643 0.96249 0.0098 0.2023 0.0800
H 0.10202 -8.88750 -0.42627 -0.2007 -0.1187 0.1628
O -5.77007 -9.56877 -7.36015 -0.4139 0.4321 0.3083
H -1.38458 -10.53783 7.92697 0.4453 -0.5440 0.0053
H 14.59283 7.48661 2.96656 0.3629 0.3507 0.3586